1.
{"formula": "C26H35ClHfIN5O3SSe2Si", "method": "ωB97M-V with the def2-TZVPD basis set", "total_charge": 0, "gap_ev": 6.356, "lumo_energy_ev": -0.56, "relative_energy_kcal_mol": 0.0, "mol_weight_g_mol": 1024.518, "elements": ["Hf", "C", "C", "N", "N", "C", "N", "S", "C", "C", "C", "C", "C", "N", "H", "H", "H", "H", "H", "H", "H", "H", "H", "H", "O", "C", "C", "C", "O", "C", "Se", "C", "Se", "H", "H", "H", "H", "H", "H", "H", "H", "H", "H", "Cl", "C", "C", "C", "I", "C", "O", "C", "N", "C", "C", "C", "C", "H", "H", "H", "H", "C", "Si", "C", "C", "C", "H", "H", "H", "H", "H", "H", "H", "H", "H", "H", "H"], "xyz": [[-0.498666, 0.222851, 0.803553], [-4.520219, 3.009424, 1.428790], [-3.457178, 1.988903, 1.698782], [-2.890018, 1.320665, 0.764163], [-3.357935, 1.554104, -0.510255], [-3.165416, 0.605766, -1.457367], [-3.525944, 0.980637, -2.702345], [-2.582236, -0.912169, -1.084537], [-3.046620, 1.651867, 3.088431], [-3.834164, 1.968565, 4.186120], [-3.422993, 1.531998, 5.437505], [-2.256233, 0.799163, 5.540413], [-1.540937, 0.527193, 4.382799], [-1.925164, 0.953649, 3.189789], [-5.355746, 2.565279, 0.883509], [-4.105800, 3.819921, 0.821528], [-4.897998, 3.460220, 2.338538], [-3.707089, 2.467478, -0.754178], [-3.483724, 1.958270, -2.946247], [-3.255627, 0.339401, -3.430537], [-4.756848, 2.518351, 4.078474], [-4.016199, 1.755867, 6.314260], [-1.903597, 0.429674, 6.493174], [-0.626130, -0.053134, 4.417592], [2.461184, 5.395891, -0.499933], [3.196324, 4.187946, -0.334750], [2.224072, 3.037512, -0.057400], [3.102973, 1.839743, 0.253682], [2.297596, 0.676997, 0.205335], [1.340443, 3.418757, 1.135771], [0.688653, 2.029906, 2.376952], [1.416975, 2.805321, -1.345878], [-0.340900, 1.920875, -1.279904], [3.079873, 6.109972, -0.673581], [3.894602, 4.277216, 0.506447], [3.775437, 3.964353, -1.238542], [3.551277, 1.960574, 1.245732], [3.907421, 1.757732, -0.489058], [2.733176, -0.060353, 0.647457], [0.450283, 3.928353, 0.776943], [1.880927, 4.109449, 1.782772], [2.025046, 2.244990, -2.057699], [1.186551, 3.773175, -1.785130], [1.580180, -6.217468, 2.245889], [0.681718, -4.720826, 2.121153], [-0.417167, -4.554769, 2.939655], [-1.137237, -3.364376, 2.849940], [-2.833182, -3.095160, 4.026101], [-0.765058, -2.371282, 1.964650], [-1.418228, -1.205036, 1.816057], [0.356576, -2.558369, 1.148741], [0.699343, -1.475716, 0.324061], [1.451147, -1.824391, -0.898176], [2.414462, -2.956110, -0.646384], [2.242308, -3.853565, 0.319431], [1.088745, -3.742089, 1.212761], [-0.707517, -5.331582, 3.630672], [2.026841, -0.937525, -1.156668], [3.240069, -3.062484, -1.343695], [2.923270, -4.685136, 0.438244], [0.184365, -1.618140, -5.022050], [1.388804, -2.299427, -3.770276], [2.954904, -1.285028, -3.839090], [1.770898, -4.081296, -4.168779], [0.558387, -2.154255, -2.096069], [0.623905, -1.533163, -6.018826], [-0.157583, -0.627186, -4.710841], [-0.689023, -2.272518, -5.093917], [3.428404, -1.390826, -4.818294], [3.682278, -1.593214, -3.084070], [2.741177, -0.223717, -3.683347], [2.438724, -4.173358, -5.028844], [0.850941, -4.624552, -4.398237], [2.245076, -4.576902, -3.317887], [-0.003326, -3.074792, -1.885611], [-0.183620, -1.358106, -2.207462]], "forces_ev_per_a": [[0.1388, 1.0792, -0.3847], [0.0073, -0.0215, -0.0101], [-0.0111, -0.0805, 0.1868], [0.0430, 0.2472, -0.1834], [-0.0014, -0.2864, 0.1825], [-0.0286, 0.0885, 0.0044], [0.0131, -0.1056, -0.0343], [0.1244, 0.1456, -0.0332], [-0.1054, 0.1624, -0.2419], [0.0229, 0.0063, 0.0864], [-0.0271, 0.0227, -0.0247], [0.0183, -0.0145, 0.0248], [-0.0289, 0.0255, -0.0316], [0.0694, -0.2296, -0.0250], [0.0121, -0.0130, -0.0067], [-0.0093, -0.0069, -0.0010], [0.0094, -0.0003, 0.0011], [0.0984, 0.0485, -0.0140], [-0.0123, 0.0067, -0.0033], [-0.0058, 0.0123, 0.0137], [0.0003, -0.0040, 0.0328], [0.0067, -0.0022, -0.0034], [-0.0040, 0.0034, -0.0077], [0.0013, -0.0113, -0.0228], [0.0432, -0.0659, 0.0137], [-0.0722, 0.1430, -0.0262], [-0.0780, -0.0103, -0.0048], [-0.0107, -0.0935, 0.1119], [0.1030, 0.0015, -0.2308], [0.0283, 0.0407, -0.0254], [0.0121, 0.1590, 0.0936], [0.0369, -0.0521, 0.0194], [0.0753, 0.0249, -0.2545], [-0.0035, 0.0035, -0.0014], [0.0067, -0.0050, 0.0161], [-0.0005, -0.0090, -0.0218], [-0.0199, -0.0085, 0.0041], [0.0085, 0.0253, 0.0024], [-0.0956, 0.0195, 0.1275], [0.0198, 0.0595, -0.0038], [0.0101, -0.0108, 0.0074], [-0.0022, -0.0086, 0.0001], [0.0305, 0.0186, -0.0002], [-0.0466, 0.0758, -0.0194], [-0.0283, -0.0852, 0.0730], [0.0853, 0.0620, -0.0580], [-0.0582, -0.0876, 0.0011], [-0.0230, 0.0485, 0.0187], [-0.3562, -0.0025, -0.0023], [0.1366, -1.0204, 0.8225], [0.2164, 0.1380, -0.3911], [-0.6218, -0.4028, 0.2704], [0.2462, 0.0511, 0.0946], [0.0916, 0.0761, -0.0701], [-0.1452, -0.0428, 0.0899], [0.2461, -0.0933, -0.1541], [-0.0086, -0.0072, -0.0067], [-0.0249, -0.0271, -0.1303], [0.0233, 0.0342, 0.0644], [-0.0015, 0.0044, 0.0308], [-0.1206, 0.0087, -0.1502], [-0.0121, -0.0300, 0.0190], [0.1561, 0.1356, 0.0507], [0.0846, -0.1584, -0.0302], [-0.2812, -0.1090, 0.1530], [-0.0193, -0.0091, 0.0107], [0.0133, -0.0036, -0.0302], [-0.0155, 0.0560, -0.0126], [0.0021, 0.0188, 0.0076], [0.0065, 0.0209, -0.0337], [0.0078, -0.0160, 0.0091], [-0.0280, -0.0054, -0.0020], [0.0204, -0.0222, 0.0269], [0.0006, -0.0096, -0.0345], [-0.0107, 0.0521, -0.0165], [0.0413, 0.0457, 0.0672]], "mulliken_charge": [-0.43, -1.84, 1.05, 0.53, -0.57, 0.25, -0.45, -0.23, 0.19, -1.16, -0.53, -0.91, -0.32, 0.39, 0.40, 0.38, 0.42, 0.25, 0.24, 0.29, 0.33, 0.43, 0.41, 0.46, -0.53, -1.35, 2.26, -1.89, 0.06, -1.19, -0.46, -1.31, -0.30, 0.34, 0.47, 0.43, 0.37, 0.49, 0.13, 0.37, 0.51, 0.24, 0.66, -0.28, 0.78, -0.72, 0.01, 0.00, 0.34, -0.28, 0.24, 1.13, 0.38, -1.06, -1.31, 0.20, 0.42, 0.13, 0.53, 0.36, -1.09, 0.19, -0.95, -1.10, 0.32, 0.34, 0.26, 0.31, 0.40, 0.34, 0.18, 0.35, 0.31, 0.33, 0.47, -0.42]}


2.
{"formula": "CH5ClNOS2", "method": "ωB97M-V with the def2-TZVPD basis set", "total_charge": 1, "gap_ev": 9.103, "lumo_energy_ev": -4.48, "relative_energy_kcal_mol": 11.6, "mol_weight_g_mol": 146.644, "elements": ["C", "N", "O", "S", "S", "Cl", "H", "H", "H", "H", "H"], "xyz": [[1.340644, -0.743842, 0.106884], [1.554031, 0.160180, -0.811603], [0.992018, -1.992932, -0.088544], [-1.419168, 0.136761, 0.755711], [1.585020, -0.242705, 1.747784], [1.539792, -1.909419, 2.730637], [-2.386189, 0.962847, 1.057217], [1.375244, -0.125649, -1.896362], [2.100881, 1.005834, -0.644939], [0.707758, -2.567811, 0.633681], [-2.004492, -0.453669, -0.188834]], "forces_ev_per_a": [[0.2985, -1.2727, 2.1524], [-0.5497, -1.9519, -4.1986], [0.1994, 1.5690, -2.7257], [1.5179, 0.6649, 1.7975], [0.6613, 1.7635, -0.2898], [-0.0857, -1.2657, 0.7356], [-0.7873, 0.4809, 0.0685], [0.5510, 0.9942, 3.5346], [-0.3920, -0.3558, 0.1412], [0.1009, 0.4656, 0.7536], [-1.5143, -1.0920, -1.9694]], "mulliken_charge": [0.67, -0.39, -0.38, -0.23, 0.12, -0.08, 0.21, 0.33, 0.25, 0.36, 0.15]}


3.
{"formula": "C4H12NO2", "method": "ωB97M-V with the def2-TZVPD basis set", "total_charge": 2, "gap_ev": [11.511, 4.682], "multiplicity": 2, "lumo_energy_ev": [-7.20, -14.03], "relative_energy_kcal_mol": 18.1, "mol_weight_g_mol": 106.145, "elements": ["C", "O", "C", "C", "C", "O", "N", "H", "H", "H", "H", "H", "H", "H", "H", "H", "H", "H", "H"], "xyz": [[0.374289, -0.013184, -1.612785], [1.623412, 0.216967, -2.193809], [0.568649, 0.137055, -0.122918], [-0.730262, 0.208005, 0.687559], [-1.370295, -1.160272, 1.043447], [-1.545831, -1.241665, 2.411465], [1.408771, 1.345286, 0.176742], [-0.402311, 0.673720, -1.983107], [0.025677, -1.035459, -1.749447], [1.589281, 0.453258, -3.119179], [1.123886, -0.723396, 0.259667], [-0.707948, 0.769827, 1.619032], [-1.508679, 0.768560, 0.149242], [-2.336803, -1.227502, 0.495635], [-0.905900, -2.094744, 0.600594], [-2.077697, -2.073522, 2.532757], [1.952640, 1.253301, 1.039533], [0.829663, 2.175973, 0.329274], [2.089451, 1.567799, -0.563697]], "forces_ev_per_a": [[-0.2954, 0.3790, -0.3740], [0.3420, -0.0124, 0.6937], [0.1637, -0.3168, 1.0484], [-1.1482, -0.4880, -0.2268], [1.3431, 2.0555, 0.0836], [-0.6653, -1.3161, -1.6345], [0.1097, 0.7069, 0.5587], [0.1579, -0.0770, 0.0611], [-0.1238, -0.2288, -0.3618], [-0.2116, -0.0398, -0.5027], [0.3644, 0.2006, -0.2151], [0.6532, -0.0470, 0.2647], [0.1684, -0.1185, -0.3082], [-0.6516, -0.4505, 0.2144], [-0.1548, 0.0875, 0.4455], [0.1263, 0.1690, 0.8666], [0.0034, -0.2271, 0.0138], [0.0134, 0.1087, -0.2664], [-0.1950, -0.3854, -0.3609]], "mulliken_charge": [-0.62, -0.53, -0.03, -0.96, -0.42, -0.12, -0.28, 0.45, 0.33, 0.34, 0.40, 0.48, 0.49, 0.43, 0.49, 0.45, 0.37, 0.36, 0.38]}